1.
75
Properties=species:S:1:pos:R:3:forces:R:3:lowdin_charge:R:1 method="wB97M-V/def2-TZVPD" homo_energy_ev=-5.04 mol_weight_da=469.498 charge=-1 e_tot_ha=-1764.12975
O -0.54474 0.13160 2.32662 -1.887 0.588 0.468 0.04
C 0.08337 -0.46782 1.29685 1.126 -3.142 -2.506 -0.89
O 1.31940 -0.39084 1.31540 1.813 1.093 0.484 -0.09
O -0.50392 -1.19430 0.43516 -1.251 1.410 1.305 -0.11
H 0.14357 0.62447 2.77930 0.254 -0.036 0.036 0.08
C 5.89308 -0.11612 3.24630 -0.098 -0.459 0.268 -0.18
O 5.83413 0.46271 1.96760 -0.357 0.485 -0.074 -0.12
H 6.82076 0.21415 3.71370 0.034 -0.371 0.020 0.08
H 5.06653 0.14162 3.90848 -0.141 0.525 -0.039 0.07
H 5.79513 -1.19715 3.14696 0.577 -0.261 0.214 0.07
H 4.90057 0.48891 1.74539 -0.109 0.060 -0.412 0.07
C -5.28184 -0.19899 4.33488 1.092 -0.212 -0.038 -0.15
O -4.05756 -0.67761 4.90936 -0.493 -0.151 0.500 -0.14
H -5.27901 0.89061 4.30556 -0.210 0.099 0.006 0.07
H -5.40117 -0.58378 3.32207 -0.178 -0.004 -0.047 0.07
H -6.08754 -0.56506 4.97122 0.060 0.083 -0.069 0.07
H -3.28587 -0.52633 4.35871 -0.207 0.181 -0.404 0.07
C 2.64633 3.79141 4.51526 0.292 0.278 -0.307 -0.17
O 1.33945 3.46026 4.96996 0.291 0.002 -0.107 -0.12
H 3.42253 3.27350 5.07862 0.008 -0.076 -0.014 0.07
H 2.77911 3.56399 3.45755 -0.320 -0.440 0.034 0.08
H 2.84474 4.86219 4.56179 -0.128 0.211 0.385 0.07
H 1.43378 3.14664 5.87237 -0.175 0.008 -0.027 0.07
C -2.67203 -5.70570 -1.63647 -0.963 -0.069 0.075 -0.17
O -3.14924 -4.79185 -0.66250 0.381 0.045 0.060 -0.12
H -2.06392 -6.50603 -1.21489 0.390 0.152 0.074 0.07
H -3.58032 -6.18899 -1.99640 0.110 -0.060 -0.400 0.07
H -2.17382 -5.17808 -2.44979 0.125 -0.236 -0.086 0.08
H -2.44019 -4.16274 -0.51058 -0.007 0.246 0.306 0.07
C 1.68144 -5.07351 2.04423 -0.700 -0.119 -0.715 -0.17
O 2.80055 -4.41795 1.50758 0.614 0.241 0.080 -0.12
H 1.43326 -4.76342 3.05929 0.207 -0.162 0.198 0.08
H 0.82808 -4.82667 1.41260 -0.381 -0.159 0.107 0.07
H 1.84390 -6.14748 1.95318 0.067 0.037 0.327 0.08
H 2.53346 -3.50184 1.40267 0.147 0.332 -0.085 0.07
C -2.71520 4.50950 0.94376 1.113 -0.499 -2.229 -0.24
C -3.27205 5.38684 -0.24919 0.007 -0.786 3.553 -0.19
O -4.21339 6.28040 0.38880 -0.128 0.127 -1.235 -0.10
O -1.59606 5.14990 1.56012 -0.700 0.424 0.276 -0.08
H -2.31067 3.61289 0.47412 -0.057 -0.410 -0.093 0.10
H -3.46324 4.15894 1.65483 -0.314 0.567 -0.068 0.12
H -3.77535 4.68603 -0.91526 -0.209 0.542 -0.154 0.11
H -2.43581 5.91725 -0.70468 -0.105 -0.079 -0.241 0.11
H -3.70370 6.89894 0.91719 0.128 -0.018 0.050 0.07
H -1.44793 4.66489 2.37524 0.308 0.085 0.134 0.08
C -3.97143 0.35060 -3.30105 -0.811 -1.788 -0.318 -0.23
C -3.75954 -0.97348 -4.08598 0.776 0.933 -0.359 -0.24
O -2.40922 -1.41055 -4.04324 0.035 0.023 0.177 -0.07
O -4.08352 0.10348 -1.90445 -0.140 0.398 -0.275 -0.06
H -4.94938 0.67970 -3.65231 -0.094 0.414 0.339 0.11
H -3.22639 1.10311 -3.55943 0.192 -0.084 0.024 0.12
H -3.94727 -0.77620 -5.14141 -0.143 0.043 -0.102 0.11
H -4.41067 -1.79145 -3.77767 -0.327 0.252 0.364 0.12
H -2.14200 -1.34246 -3.12371 0.382 -0.252 0.135 0.07
H -3.25336 -0.22716 -1.55357 0.243 0.052 0.166 0.08
C 1.03001 4.09112 -3.12591 0.485 -0.482 0.058 -0.24
C 1.22437 2.61227 -2.72129 -1.634 1.894 -1.452 -0.28
O 2.31965 2.56783 -1.91087 1.097 -0.593 1.586 -0.05
O -0.31148 4.32628 -3.59346 1.140 0.033 0.085 -0.07
H 1.84308 4.33454 -3.80984 -0.337 0.047 -0.999 0.11
H 1.31521 4.74777 -2.30396 -0.601 -0.213 0.667 0.11
H 1.41830 2.00274 -3.60388 -0.545 -0.159 -0.200 0.12
H 0.29411 2.35879 -2.21290 -0.024 -0.539 -0.023 0.13
H 2.06657 1.90809 -1.26103 0.701 -0.142 0.526 0.09
H -0.34976 5.27834 -3.71052 -0.337 0.061 -0.146 0.07
C 3.68636 -3.25072 -2.89683 1.234 -1.132 -0.692 -0.27
C 4.53618 -4.48895 -3.19589 0.827 0.973 0.094 -0.26
O 4.77818 -5.28438 -2.05696 -0.613 -0.409 0.314 -0.07
O 2.33054 -3.57760 -2.76848 0.016 0.291 0.515 -0.04
H 3.87176 -2.52268 -3.68659 -0.169 0.171 -0.178 0.11
H 4.15877 -2.87177 -1.99057 -0.393 0.385 0.344 0.12
H 5.52888 -4.08589 -3.39629 0.108 0.148 -0.772 0.11
H 4.20095 -5.08073 -4.04767 -0.259 -0.039 0.063 0.12
H 4.20379 -4.93893 -1.36970 -0.146 -0.324 0.368 0.07
H 2.01869 -2.97707 -2.08752 -0.691 -0.034 0.082 0.09

2.
24
Properties=species:S:1:pos:R:3:forces:R:3:nbo_charge:R:1 method="wB97M-V/def2-TZVPD" homo_energy_ev=-7.16 mol_weight_da=252.904 relative_energy_ev=2.991 charge=0 e_tot_ha=-3136.36699
C -1.06469 1.42467 1.40383 0.583 0.339 2.149 -0.32
C -0.68844 1.92056 0.25559 -1.152 0.555 -0.757 -0.27
C 0.51787 1.53575 -0.46702 -0.324 1.471 -1.532 -0.18
C 0.98764 0.30131 -0.38428 -1.757 -0.129 0.074 -0.04
C 2.31735 0.03423 -0.76530 2.399 -1.173 1.752 -0.19
C 2.98305 -0.81429 0.07386 0.749 1.164 -2.511 -0.21
C 2.31982 -1.57607 1.02123 1.158 -2.480 1.755 -0.20
C 0.99923 -1.70270 1.00545 1.630 2.853 -0.942 -0.18
C 0.19674 -0.80101 0.25618 -0.415 -0.728 -1.403 -0.13
C -1.09960 -1.04213 -0.04683 -0.310 -0.630 -0.279 -0.24
Br -2.04227 -2.60758 0.74777 0.658 0.977 -0.378 -0.01
B -2.11311 -0.23733 -1.00152 2.239 -0.922 1.537 1.07
O -3.18315 0.27883 -0.43507 -1.200 -0.615 1.787 -0.87
O -1.71073 -0.04484 -2.24915 0.466 -0.144 -1.985 -0.87
H -1.88021 1.80760 1.95314 -1.392 0.366 -0.108 0.19
H -0.56258 0.72403 2.03334 0.924 -0.322 -0.008 0.19
H -1.54253 2.47031 -0.15643 0.970 0.653 -0.563 0.21
H 1.03675 2.23303 -1.19597 -0.637 -0.557 1.354 0.22
H 2.94398 0.72288 -1.29327 -0.231 0.304 -0.855 0.22
H 4.01963 -1.06799 -0.07357 0.384 0.528 -0.031 0.21
H 2.98982 -2.25371 1.64012 -1.240 0.729 -0.693 0.21
H 0.60592 -2.45569 1.48694 -2.364 -3.603 2.694 0.21
H -3.66677 0.90545 -0.92071 -1.073 1.131 -1.013 0.49
H -2.36372 0.24469 -2.88833 -0.067 0.232 -0.045 0.49

3.
67
Properties=species:S:1:pos:R:3:forces:R:3:nbo_charge:R:1 method="wB97M-V/def2-TZVPD" homo_energy_ev=-7.77 mol_weight_da=506.563 charge=0 e_tot_ha=-1713.47024
C 3.38281 1.44098 0.30955 -0.067 -0.202 0.134 -0.61
C 2.47856 0.23382 0.50968 -0.003 0.230 -0.155 -0.39
C 1.04216 0.54467 0.04923 0.439 0.039 0.126 -0.10
C 0.21513 -0.70053 0.05268 -0.114 -0.549 -0.580 0.35
N -0.53393 -1.16060 1.03281 0.478 0.727 0.303 -0.33
N -1.11533 -2.26419 0.58412 -0.548 -0.615 0.390 -0.07
N -0.76450 -2.51440 -0.60748 -0.063 -0.729 -1.024 -0.08
N 0.08158 -1.55602 -0.99397 -0.155 0.528 1.218 -0.20
C 0.62947 -1.52855 -2.32543 0.223 0.050 -0.621 -0.26
C 2.13013 -1.62872 -2.32436 -0.010 0.049 -0.110 -0.10
C 2.76039 -2.72460 -1.74022 0.121 0.094 -0.095 -0.18
C 4.13472 -2.80799 -1.71031 0.110 0.028 0.000 -0.25
C 4.91803 -1.79660 -2.27236 -0.141 0.024 0.013 0.31
O 6.26301 -1.97187 -2.18477 -0.255 -0.216 0.112 -0.49
C 7.10811 -0.98632 -2.72784 0.142 0.171 -0.093 -0.25
C 4.29185 -0.70731 -2.86822 0.435 0.000 0.002 -0.33
C 2.90933 -0.63105 -2.88681 -0.267 -0.255 0.100 -0.13
N 0.47087 1.63628 0.81885 0.089 -0.054 -0.231 -0.43
C 0.19311 1.36409 2.21831 0.135 0.283 0.259 -0.23
C 0.43234 2.61758 3.07921 -0.359 0.058 0.045 -0.44
C -0.85097 3.19429 3.68045 0.189 -0.346 -0.083 -0.05
O -0.61306 4.33224 4.47512 0.114 0.331 0.283 -0.72
C -0.60004 2.34679 0.12924 0.012 -0.011 -0.141 -0.24
C -1.80755 1.48439 -0.13122 -0.213 0.252 0.326 -0.14
C -2.78659 1.28154 0.78498 0.213 0.079 -0.495 -0.10
C -3.81966 0.31941 0.59722 -0.084 -0.276 -0.386 -0.15
C -4.79937 0.07466 1.58057 -0.353 -0.375 -0.072 -0.20
C -5.72186 -0.89540 1.32327 0.219 -0.049 -0.390 0.21
C -5.71047 -1.63171 0.12443 0.217 0.423 0.318 0.28
C -4.77878 -1.41292 -0.85207 -0.283 -0.156 0.154 -0.31
C -3.82151 -0.41819 -0.60176 -0.295 0.212 0.721 0.28
N -2.86595 -0.13475 -1.53720 0.178 -0.095 -0.309 -0.58
C -1.84260 0.77267 -1.39794 -0.426 -0.110 -0.053 0.63
O -1.05050 0.93487 -2.32092 0.210 0.188 -0.214 -0.68
O -6.73860 -2.52343 0.13358 0.399 0.122 -0.396 -0.47
C -7.39313 -2.35739 1.37454 -1.013 -0.653 0.491 0.24
O -6.76564 -1.32380 2.09847 0.233 0.299 0.111 -0.47
H 2.97655 2.29905 0.83682 0.030 0.144 0.025 0.22
H 4.38037 1.23148 0.68753 0.137 0.037 -0.002 0.21
H 3.45701 1.68552 -0.74736 0.042 0.082 -0.149 0.20
H 2.85829 -0.61185 -0.06505 -0.027 -0.043 0.081 0.22
H 2.47793 -0.05839 1.55992 -0.034 -0.117 0.015 0.20
H 1.09688 0.89226 -0.98922 -0.011 -0.030 0.076 0.24
H 0.18432 -2.38463 -2.84159 -0.008 0.153 0.068 0.24
H 0.30492 -0.60178 -2.81104 0.009 -0.248 0.063 0.26
H 2.16473 -3.51128 -1.29989 -0.061 -0.095 0.072 0.22
H 4.63308 -3.64926 -1.25594 0.068 -0.110 0.058 0.23
H 6.96128 -0.01764 -2.23936 -0.007 -0.033 -0.028 0.18
H 6.95729 -0.87728 -3.80662 -0.007 0.007 0.045 0.18
H 8.12296 -1.33325 -2.54055 -0.056 0.069 -0.037 0.20
H 4.86544 0.08841 -3.31600 0.093 0.061 -0.025 0.22
H 2.43281 0.22209 -3.34727 -0.070 0.121 -0.040 0.21
H 0.85895 0.56917 2.54515 -0.134 -0.026 0.022 0.22
H -0.82629 0.98621 2.36594 0.125 -0.078 0.050 0.20
H 0.91675 3.38187 2.46983 0.049 0.018 0.039 0.22
H 1.11093 2.37408 3.90107 0.039 0.036 0.041 0.20
H -1.52973 3.53652 2.89614 -0.020 -0.115 -0.004 0.17
H -1.36227 2.41682 4.26881 -0.027 0.042 -0.145 0.15
H 0.01711 4.10019 5.16643 -0.053 0.017 -0.059 0.46
H -0.20410 2.69895 -0.82743 -0.090 0.082 0.127 0.23
H -0.87019 3.20851 0.73999 -0.034 0.059 -0.048 0.21
H -2.79763 1.85142 1.70260 0.057 0.085 0.127 0.21
H -4.80458 0.63176 2.50173 -0.001 0.092 0.158 0.23
H -4.77167 -1.98340 -1.76542 0.000 -0.100 -0.147 0.23
H -2.88474 -0.65131 -2.40933 0.120 0.161 0.123 0.41
H -8.44932 -2.09874 1.20000 0.285 0.002 -0.011 0.16
H -7.33867 -3.29747 1.94668 0.081 0.228 -0.152 0.16

4.
77
Properties=species:S:1:pos:R:3:forces:R:3:nbo_charge:R:1 method="wB97M-V/def2-TZVPD" homo_energy_ev=-12.51 mol_weight_da=859.464 relative_energy_ev=0.927 charge=+2 e_tot_ha=-3492.34670
Sc -0.18119 0.07376 -0.11616 1.352 -0.124 0.036 1.88
I -6.40328 4.05775 2.14200 0.388 -0.302 -0.221 0.20
C -4.87401 2.84105 1.34008 -0.278 0.308 0.208 -0.16
C -5.01058 1.45879 1.36610 -0.142 0.302 0.120 -0.25
C -4.00010 0.68831 0.84120 0.676 -0.639 -0.369 -0.20
I -4.02908 -1.41808 0.90788 -0.356 0.224 0.118 0.19
C -2.85205 1.23779 0.25002 -1.622 1.054 0.696 0.35
O -1.96656 0.46670 -0.33205 -0.679 -0.071 -0.579 -0.89
C -2.70634 2.63905 0.30507 0.379 -0.619 -0.129 -0.13
C -1.39843 3.22711 -0.16104 -0.443 0.035 -0.216 -0.23
N -0.25733 2.52436 0.48476 0.480 -0.027 -0.266 -0.67
C -0.26141 2.76192 1.93780 -0.037 -0.064 0.253 -0.27
C -0.31777 1.50031 2.76643 0.071 0.130 0.090 0.24
C -0.20985 1.60526 4.15159 -0.008 -0.189 -0.196 -0.24
C -0.39495 0.47949 4.93083 -0.035 -0.064 -0.260 -0.11
C -0.70211 -0.72056 4.29906 -0.053 0.024 -0.212 -0.23
C -0.73763 -0.75295 2.91766 -0.106 -0.176 0.232 0.07
N -0.52172 0.32878 2.15198 0.063 0.139 0.110 -0.58
C -3.71670 3.42134 0.83839 -0.225 -0.040 0.087 -0.22
H -5.89294 1.01208 1.79622 -0.038 -0.113 0.028 0.25
H -1.38514 4.29935 0.08449 0.082 -0.206 -0.147 0.21
H -1.29354 3.11847 -1.24790 0.081 0.057 0.162 0.21
H 0.59153 2.93787 0.09470 -0.192 -0.183 0.148 0.39
H -1.16471 3.32663 2.20562 0.218 0.013 -0.043 0.25
H 0.59635 3.36344 2.25754 -0.079 -0.041 -0.126 0.23
H 0.01252 2.56105 4.60090 -0.051 0.119 0.023 0.24
H -0.32087 0.53271 6.00586 -0.012 0.017 0.103 0.25
H -0.91825 -1.61175 4.86672 0.039 -0.087 0.007 0.25
H -0.96862 -1.67399 2.38941 0.080 0.096 0.099 0.22
H -3.61048 4.49567 0.85644 0.063 0.124 0.023 0.24
O 5.84767 -0.21769 5.22894 0.322 0.370 0.429 -0.65
C 5.88181 -1.06521 4.19983 -0.466 -0.276 -0.393 0.77
O 6.88906 -1.58551 3.82465 0.038 0.062 0.199 -0.52
C 4.58011 -1.30720 3.47684 -0.077 0.161 -0.115 -0.15
C 4.30120 -2.58654 3.00267 0.095 0.160 0.102 -0.14
C 3.19411 -2.81768 2.21401 -0.159 0.155 -0.132 -0.24
C 2.36142 -1.75757 1.82655 0.804 0.277 0.814 0.17
C 2.63879 -0.48050 2.32879 -0.345 -0.410 -0.053 -0.23
C 3.72147 -0.25925 3.15547 0.159 -0.200 0.178 -0.15
N 1.28456 -1.87301 0.93519 -0.869 -0.556 -0.938 -0.49
C 1.03576 -2.99315 0.35912 0.380 0.333 0.582 0.11
C -0.07825 -3.14840 -0.55819 -0.512 -0.276 -0.498 0.20
C -0.50847 -4.42304 -0.93541 0.215 0.490 0.205 -0.21
C -1.59668 -4.54718 -1.78424 -0.099 0.352 -0.086 -0.12
C -2.21276 -3.38943 -2.23371 0.217 -0.118 0.066 -0.21
C -1.71701 -2.15936 -1.81808 -0.180 0.058 -0.116 0.09
N -0.67198 -2.02200 -1.00321 -0.050 -0.268 0.083 -0.57
H 4.96370 0.06654 5.49720 0.038 -0.237 -0.202 0.49
H 4.96918 -3.39623 3.25636 0.056 -0.049 -0.002 0.25
H 3.01181 -3.83187 1.89528 -0.033 -0.068 -0.037 0.22
H 2.00368 0.34400 2.03235 0.007 -0.020 0.093 0.21
H 3.91871 0.73889 3.51957 0.049 0.118 0.001 0.22
H 1.61658 -3.89776 0.53240 0.033 0.071 0.082 0.20
H -0.01155 -5.29997 -0.55030 0.120 -0.041 0.046 0.24
H -1.95240 -5.52073 -2.08576 -0.036 -0.059 -0.010 0.25
H -3.06434 -3.43050 -2.89416 -0.066 0.040 -0.037 0.25
H -2.19491 -1.24148 -2.13648 -0.023 -0.049 0.037 0.23
C 5.31626 2.09827 -0.32579 0.066 -0.040 0.025 -0.63
C 3.97755 1.92048 -1.01792 0.044 -0.353 0.235 -0.56
S 3.27343 0.30373 -0.49076 0.972 0.357 -0.905 1.26
O 1.77059 0.49450 -0.65787 -0.017 0.206 -0.145 -1.07
C 3.75552 -0.82192 -1.86061 -0.160 0.370 0.198 -0.56
C 3.47321 -0.30544 -3.25558 0.004 0.140 -0.005 -0.63
H 5.70349 3.10157 -0.49286 0.004 -0.015 -0.076 0.25
H 6.04903 1.38355 -0.69023 0.144 -0.029 -0.035 0.23
H 5.20694 1.95219 0.74526 0.072 0.026 0.147 0.22
H 4.05654 1.98742 -2.09994 -0.164 -0.082 -0.030 0.24
H 3.26071 2.66338 -0.66373 -0.116 -0.158 -0.016 0.23
H 3.18131 -1.72539 -1.65026 0.044 -0.016 0.174 0.24
H 4.81235 -1.03892 -1.70899 0.045 -0.048 0.143 0.26
H 2.50500 0.19195 -3.29378 -0.047 0.006 -0.080 0.21
H 3.46246 -1.13025 -3.96480 -0.014 -0.063 0.011 0.25
H 4.24362 0.38663 -3.58538 -0.020 0.069 -0.049 0.23
N -0.26581 0.72533 -2.59748 -0.216 -0.029 0.160 -1.09
H 0.33632 1.49501 -2.88828 -0.095 -0.141 0.080 0.39
H -1.22957 1.02760 -2.74819 0.198 -0.026 -0.016 0.40
H -0.09972 -0.03251 -3.25936 0.024 0.114 0.107 0.39